Entry 1:
This record from OMol25 describes a cluster of 5 separate species, C30H55N3O15S5 in total at a distorted geometry. The level of theory is ωB97M-V with the def2-TZVPD basis set.

Each line ends with the Löwdin charge.
Atoms and positions in Å:
C 2.47 0.04 0.38  -0.07
N 1.75 1.06 -0.48  -0.14
C 2.68 1.47 -1.55  -0.10
C 1.49 2.17 0.46  -0.42
O 2.43 2.78 0.89  0.12
C 0.02 2.39 0.85  0.01
C -0.52 3.86 0.82  -0.22
C -1.36 4.19 2.12  -0.07
C -2.92 4.32 1.89  -0.15
C -3.69 2.92 1.81  -0.16
C -4.55 2.97 0.49  -0.20
C -5.67 1.87 0.48  -0.27
N -6.47 2.04 -0.78  -0.03
O -1.54 3.76 -0.25  0.02
C -1.59 4.92 -1.00  -0.50
O -2.13 5.12 -1.99  0.25
O -0.83 5.83 -0.20  0.05
C 0.31 5.00 0.11  -0.34
O 0.70 4.58 -1.23  0.07
C 2.01 4.69 -1.47  -0.33
N 3.05 5.06 -1.70  0.24
S 1.38 6.17 1.05  0.73
C 1.61 7.62 -0.07  -0.10
O 0.76 6.72 2.25  -0.30
O 2.70 5.68 1.40  -0.29
H 2.23 0.24 1.46  0.09
H 2.17 -1.00 0.16  0.07
H 3.57 0.12 0.28  0.08
H 2.99 0.54 -2.07  0.06
H 3.61 1.96 -1.20  0.10
H 2.13 2.06 -2.33  0.09
H -0.12 1.87 1.85  0.12
H -0.59 1.78 0.14  0.13
H -1.24 3.36 2.85  0.11
H -1.05 5.11 2.66  0.11
H -3.30 4.79 2.84  0.12
H -3.21 5.02 1.09  0.10
H -4.35 2.79 2.70  0.12
H -2.92 2.14 1.75  0.07
H -4.98 3.98 0.31  0.12
H -3.84 2.69 -0.33  0.11
H -6.32 1.94 1.38  0.09
H -5.17 0.87 0.41  0.10
H -6.64 1.13 -1.21  0.05
H -5.84 2.54 -1.41  0.05
H 2.63 8.04 0.02  0.08
H 1.35 7.32 -1.11  0.07
H 0.84 8.36 0.23  0.08
C -2.58 -2.77 3.04  -0.22
C -1.42 -2.57 4.02  -0.21
C -0.60 -1.38 3.52  -0.21
S -1.74 -0.32 2.62  0.66
O -1.36 -0.30 1.23  -0.31
O -1.96 0.89 3.38  -0.33
C -3.17 -1.38 2.81  -0.22
H -3.33 -3.46 3.43  0.12
H -2.21 -3.18 2.10  0.12
H -1.82 -2.36 5.01  0.12
H -0.80 -3.47 4.10  0.12
H -0.17 -0.82 4.35  0.11
H 0.18 -1.69 2.83  0.11
H -3.79 -1.32 1.91  0.10
H -3.73 -1.04 3.68  0.11
C 5.41 -4.29 -2.98  -0.23
C 4.91 -3.47 -4.18  -0.21
C 3.86 -2.49 -3.66  -0.22
S 4.29 -2.16 -1.95  0.67
O 3.24 -2.68 -1.11  -0.33
O 4.77 -0.81 -1.83  -0.33
C 5.68 -3.28 -1.88  -0.23
H 6.31 -4.86 -3.23  0.06
H 4.64 -4.99 -2.67  0.13
H 5.75 -2.92 -4.62  0.12
H 4.50 -4.12 -4.96  0.11
H 3.87 -1.55 -4.22  0.10
H 2.86 -2.92 -3.68  0.11
H 5.74 -3.73 -0.89  0.11
H 6.58 -2.70 -2.09  0.11
C 10.68 -7.92 -2.70  -0.22
C 11.16 -6.51 -3.07  -0.21
C 10.01 -5.80 -3.79  -0.22
S 8.50 -6.53 -3.17  0.69
O 7.85 -7.23 -4.24  -0.31
O 7.80 -5.56 -2.35  -0.34
C 9.29 -7.73 -2.10  -0.23
H 11.35 -8.41 -2.01  0.12
H 10.61 -8.53 -3.61  0.12
H 11.42 -5.97 -2.15  0.12
H 12.06 -6.54 -3.69  0.12
H 10.01 -4.73 -3.58  0.11
H 10.05 -5.97 -4.87  0.11
H 8.70 -8.65 -2.08  0.11
H 9.35 -7.30 -1.10  0.11
C -10.96 -0.32 1.11  -0.22
C -11.02 1.13 0.62  -0.22
C -10.79 2.03 1.84  -0.22
S -9.79 1.08 2.99  0.66
O -10.57 0.82 4.17  -0.32
O -8.47 1.66 3.05  -0.33
C -9.73 -0.41 2.00  -0.23
H -10.89 -1.02 0.27  0.11
H -11.85 -0.56 1.68  0.12
H -10.23 1.30 -0.11  0.12
H -11.97 1.35 0.14  0.11
H -10.27 2.95 1.58  0.11
H -11.73 2.27 2.34  0.10
H -9.73 -1.28 2.65  0.11
H -8.81 -0.38 1.42  0.10

Frontier orbital gap ... 8.9 eV
LUMO ... 0.4 eV
Highest occupied orbital energy ... -0.31263 Ha
SMILES ... CN(C)C(=O)C[C@]1(CCCCCN)OC(=O)O[C@@]1(OC#N)S(C)(=O)=O.O=S1(=O)CCCC1.O=S1(=O)CCCC1.O=S1(=O)CCCC1.O=S1(=O)CCCC1

Entry 2:
This record from OMol25 describes a structure of composition C30H56CdN14S2. The level of theory is ωB97M-V with the def2-TZVPD basis set.

Each line ends with the Löwdin charge.
Atoms and positions in Å:
Cd -0.50 0.11 0.43  1.32
C 2.81 2.87 4.87  -0.08
N 2.81 2.70 3.43  -0.10
C 3.56 3.73 2.72  -0.15
C 2.79 3.93 1.42  -0.17
N 1.46 3.48 1.80  -0.11
C 0.51 3.33 0.71  -0.14
C 1.59 2.49 2.75  -0.43
N 0.70 1.59 2.97  0.09
C 0.90 0.58 3.99  -0.26
C 0.13 -0.70 3.69  -0.28
N 0.91 -1.53 2.80  0.09
C 0.62 -2.72 2.45  -0.38
N -0.40 -3.59 2.86  -0.09
C -1.70 -3.07 3.29  -0.09
C -0.48 -4.69 1.92  -0.16
C 0.90 -4.72 1.26  -0.16
N 1.49 -3.47 1.65  -0.11
C 2.46 -2.82 0.79  -0.08
H 3.83 2.80 5.24  0.08
H 2.22 2.10 5.35  0.05
H 2.40 3.85 5.17  0.08
H 4.59 3.40 2.55  0.11
H 3.59 4.66 3.31  0.10
H 3.19 3.29 0.62  0.08
H 2.77 4.97 1.09  0.11
H 0.39 4.30 0.22  0.09
H -0.44 3.00 1.11  0.04
H 0.87 2.61 -0.03  -0.01
H 0.52 0.96 4.96  0.09
H 1.96 0.32 4.10  0.11
H -0.83 -0.42 3.23  0.06
H -0.06 -1.21 4.64  0.10
H -2.07 -2.32 2.57  0.02
H -1.61 -2.61 4.28  0.06
H -2.39 -3.91 3.37  0.08
H -1.26 -4.52 1.18  0.12
H -0.70 -5.62 2.45  0.11
H 0.84 -4.82 0.17  0.10
H 1.51 -5.56 1.63  0.11
H 2.12 -2.81 -0.25  0.06
H 3.42 -3.34 0.83  0.08
H 2.58 -1.79 1.11  -0.01
C 5.17 0.10 -0.86  -0.18
C 3.78 0.67 -1.13  -0.83
S 2.72 0.68 0.27  0.47
C 3.48 1.13 -2.38  -0.85
C 4.56 1.04 -3.45  -0.19
S 1.95 1.82 -2.90  0.42
H 5.32 0.04 0.22  0.03
H 5.96 0.72 -1.29  0.05
H 5.27 -0.91 -1.27  0.06
H 4.95 0.02 -3.55  0.06
H 5.41 1.70 -3.23  0.05
H 4.14 1.34 -4.41  0.02
C -0.91 -2.56 -1.66  -0.21
N -0.46 -1.30 -2.24  -0.12
C -1.49 -0.78 -3.12  -0.18
N -1.80 -1.73 -4.21  -0.09
C -2.22 -2.99 -3.60  -0.20
N -1.20 -3.56 -2.72  -0.09
C 0.03 -3.74 -3.51  -0.20
N 0.51 -2.50 -4.11  -0.09
C 0.76 -1.53 -3.03  -0.18
C -0.56 -1.96 -4.96  -0.19
H -1.79 -2.39 -1.05  0.08
H -0.11 -2.96 -1.02  0.10
H -1.16 0.16 -3.56  0.12
H -2.40 -0.61 -2.54  0.10
H -2.44 -3.71 -4.39  0.11
H -3.12 -2.81 -3.01  0.12
H -0.18 -4.47 -4.31  0.11
H 0.81 -4.14 -2.86  0.12
H 1.11 -0.58 -3.44  0.05
H 1.55 -1.92 -2.38  0.12
H -0.76 -2.67 -5.77  0.11
H -0.22 -1.02 -5.39  0.12
N -4.29 5.20 -1.70  0.08
C -3.17 4.39 -1.93  -0.39
C -2.83 3.37 -1.04  -0.11
N -1.77 2.61 -1.22  0.06
C -1.00 2.90 -2.28  -0.19
C -1.35 3.92 -3.15  -0.11
N -2.44 4.67 -3.00  0.10
H -5.06 4.71 -1.26  0.07
H -4.58 5.67 -2.54  0.07
H -3.46 3.15 -0.18  0.10
H -0.10 2.30 -2.42  -0.08
H -0.73 4.14 -4.01  0.10
C -4.46 -1.14 1.86  -0.11
C -3.42 -0.23 1.16  -0.88
C -3.32 1.06 2.00  -0.12
C -4.02 0.15 -0.22  -0.12
N -2.21 -1.00 1.06  -0.26
H -5.44 -0.66 1.91  0.06
H -4.12 -1.38 2.87  0.06
H -4.55 -2.08 1.30  0.06
H -4.28 1.59 2.07  0.06
H -2.58 1.73 1.54  0.02
H -2.97 0.82 3.01  0.06
H -4.97 0.71 -0.13  0.06
H -4.21 -0.76 -0.79  0.06
H -3.29 0.75 -0.76  0.01

Frontier orbital gap ... 4.6 eV
LUMO ... 4.6 eV
Net charge ... -2
Highest occupied orbital energy ... -0.00127 Ha

How do the records compare in energy above the lowest of the compared OMol25 structures with the same formula, charge and spin? In the order shown, they have 58.99, 26.15 kcal/mol.